{"formula": "C24H22BN3O2RuSSb", "method": "ωB97M-V/def2-TZVPD", "elements": ["Ru", "C", "C", "C", "C", "C", "C", "N", "Sb", "C", "C", "C", "C", "C", "C", "N", "C", "C", "C", "C", "C", "C", "N", "H", "H", "H", "H", "H", "H", "H", "H", "H", "H", "H", "H", "H", "H", "H", "H", "H", "H", "S", "O", "B", "O", "C", "C", "C", "C", "C", "C", "H", "H", "H", "H"], "coordinates": [[0.739578, -0.063951, 0.007187], [1.328765, 0.930280, 3.243048], [2.021548, -0.374162, 2.993485], [2.887836, -0.905317, 3.945980], [3.483593, -2.128412, 3.721951], [3.164475, -2.825746, 2.565660], [2.305365, -2.251111, 1.642536], [1.781225, -1.026618, 1.846072], [1.556812, -3.491804, 0.017496], [-0.436069, -2.831299, -0.016205], [-1.373628, -3.862611, -0.046564], [-2.725607, -3.597427, -0.100892], [-3.132031, -2.227565, -0.131971], [-2.201157, -1.236201, -0.098725], [-2.585767, 0.210437, -0.123331], [-0.850814, -1.492222, -0.035540], [2.336445, -2.259422, -1.599331], [3.205421, -2.839010, -2.510465], [3.530783, -2.150718, -3.670217], [2.930470, -0.932746, -3.910695], [2.055531, -0.396188, -2.969431], [1.355724, 0.900579, -3.238622], [1.810338, -1.038097, -1.817000], [1.227038, 1.102926, 4.313798], [1.887764, 1.757013, 2.804402], [0.340135, 0.940099, 2.785049], [3.071913, -0.351999, 4.856967], [4.163570, -2.551012, 4.451127], [3.564932, -3.815382, 2.387140], [-1.021409, -4.888356, -0.028062], [-3.451188, -4.397820, -0.122251], [-4.178648, -1.959191, -0.181253], [-3.666273, 0.331537, -0.180601], [-2.230940, 0.714661, 0.779554], [-2.136119, 0.715100, -0.982939], [3.607671, -3.825717, -2.320391], [4.217999, -2.576944, -4.390447], [3.118022, -0.388264, -4.826332], [1.272713, 1.067552, -4.311821], [0.357981, 0.900930, -2.799689], [1.896382, 1.734990, -2.792102], [1.632074, 2.150672, -0.000907], [-0.811053, 3.078975, -1.112190], [-0.064403, 2.721712, 0.022766], [-0.821890, 2.960885, 1.182833], [-2.026364, 3.451184, 0.746021], [-3.121971, 3.822285, 1.488671], [-4.233396, 4.279793, 0.779474], [-4.226257, 4.351316, -0.608743], [-3.107378, 3.969150, -1.349860], [-2.018659, 3.523427, -0.638646], [-3.116607, 3.759271, 2.568228], [-5.118140, 4.584053, 1.322459], [-5.105933, 4.709725, -1.126524], [-3.090428, 4.016742, -2.430182]], "atomic_forces_ev_per_a": [[0.052, -0.034, -0.027], [0.019, -0.018, -0.008], [0.004, 0.001, -0.002], [-0.017, 0.022, 0.007], [0.015, -0.028, -0.002], [-0.003, -0.003, -0.002], [-0.006, 0.031, 0.012], [-0.015, 0.000, -0.001], [-0.059, 0.012, -0.003], [0.066, -0.003, -0.003], [-0.071, 0.021, 0.001], [0.045, -0.001, 0.004], [-0.017, -0.005, 0.001], [0.023, 0.003, 0.002], [0.013, -0.018, 0.013], [0.028, -0.054, -0.003], [-0.006, 0.036, -0.009], [-0.007, -0.001, 0.003], [0.015, -0.028, 0.003], [-0.013, 0.022, -0.009], [0.004, -0.006, 0.005], [0.011, -0.010, 0.019], [-0.015, -0.005, 0.001], [0.000, -0.004, 0.002], [-0.005, 0.000, -0.002], [-0.015, 0.006, 0.000], [0.001, -0.003, -0.001], [-0.002, 0.005, -0.001], [-0.001, 0.000, -0.002], [0.001, -0.001, -0.001], [-0.003, 0.006, -0.001], [0.001, -0.011, 0.001], [0.000, -0.001, -0.001], [-0.002, 0.006, -0.002], [0.001, 0.008, -0.005], [-0.001, 0.000, 0.003], [-0.002, 0.005, 0.001], [0.001, -0.003, 0.003], [-0.001, -0.004, 0.000], [-0.011, 0.004, -0.001], [0.000, 0.003, 0.002], [-0.051, -0.009, 0.007], [0.010, -0.008, -0.004], [-0.003, 0.074, 0.002], [-0.001, -0.002, 0.003], [0.033, 0.009, 0.009], [-0.018, 0.008, 0.011], [0.013, -0.007, -0.016], [0.006, -0.004, 0.016], [-0.011, 0.006, -0.018], [-0.004, -0.016, -0.010], [0.000, -0.002, -0.004], [-0.001, -0.001, 0.001], [0.002, -0.001, 0.000], [-0.003, 0.001, 0.008]], "nbo_charge": [1.13, -0.66, 0.26, -0.25, -0.14, -0.28, -0.08, -0.55, 1.02, -0.25, -0.23, -0.27, -0.30, 0.23, -0.65, -0.73, -0.08, -0.28, -0.14, -0.25, 0.26, -0.66, -0.55, 0.22, 0.26, 0.24, 0.22, 0.22, 0.22, 0.21, 0.21, 0.21, 0.23, 0.22, 0.22, 0.22, 0.22, 0.22, 0.22, 0.24, 0.26, -0.52, -0.66, 0.82, -0.67, 0.28, -0.26, -0.22, -0.22, -0.25, 0.22, 0.22, 0.22, 0.22, 0.23], "multiplicity": 6, "homo_lumo_gap_ev": [4.86, 7.65], "lumo_energy_ev": [0.285, -0.557], "s2": 8.774, "homo_ha": [-0.1682, -0.3015], "max_force_ev_per_a": 0.07, "e_tot_ev": -54442.0911}